Entry 1:
Formula: C37H51MgN4O6SSe
Source: OMol25
Level of theory: the ωB97M-V functional and the def2-TZVPD basis

Output
**Net charge**: -1
**2S+1**: 1
**LUMO**: 1.0 eV

Each line ends with the Löwdin charge.
CARTESIAN COORDINATES (ANGSTROEM)
Mg  -0.25  0.11  0.71  0.509
C  -2.73  0.99  1.13  -0.086
C  -3.08  -0.23  0.51  -0.147
C  -2.48  -1.28  1.29  -0.146
C  -1.77  -0.64  2.34  -0.113
C  -1.92  0.77  2.25  -0.295
C  -1.51  1.78  3.32  -0.555
C  -0.26  1.31  4.06  -0.047
C  -2.65  1.91  4.35  -0.053
C  -1.26  3.16  2.69  -0.039
C  -2.64  -2.82  1.30  -0.502
C  -1.80  -3.40  2.45  -0.070
C  -2.17  -3.56  0.03  -0.041
C  -4.10  -3.19  1.59  -0.048
C  -4.00  -0.19  -0.72  -0.527
C  -3.69  1.06  -1.56  -0.072
C  -3.88  -1.38  -1.67  -0.055
C  -5.46  -0.09  -0.25  -0.051
H  -3.02  1.97  0.77  0.104
H  -1.29  -1.13  3.18  0.102
H  -0.45  0.41  4.64  0.082
H  0.08  2.09  4.76  0.085
H  0.56  1.09  3.37  0.070
H  -2.85  0.94  4.82  0.083
H  -3.57  2.24  3.86  0.083
H  -2.39  2.63  5.13  0.079
H  -0.52  3.11  1.89  0.063
H  -0.90  3.86  3.45  0.085
H  -2.18  3.57  2.26  0.083
H  -0.75  -3.13  2.37  0.077
H  -1.88  -4.49  2.44  0.080
H  -2.16  -3.06  3.43  0.085
H  -1.27  -3.11  -0.38  0.057
H  -2.92  -3.56  -0.76  0.052
H  -1.96  -4.61  0.26  0.080
H  -4.43  -2.69  2.51  0.091
H  -4.21  -4.27  1.72  0.083
H  -4.76  -2.88  0.78  0.054
H  -2.63  1.13  -1.81  0.040
H  -3.96  1.98  -1.04  0.075
H  -4.27  1.03  -2.49  0.079
H  -2.84  -1.56  -1.96  0.090
H  -4.46  -1.18  -2.58  0.080
H  -4.28  -2.30  -1.24  0.054
H  -5.58  0.76  0.43  0.083
H  -5.77  -0.99  0.28  0.066
H  -6.13  0.06  -1.11  0.080
C  4.01  2.74  -2.24  -0.047
N  3.39  1.50  -2.66  -0.153
C  2.44  1.49  -3.77  -0.136
C  1.77  0.12  -3.65  -0.159
N  2.56  -0.52  -2.60  0.023
C  3.37  0.35  -1.95  -0.844
S  4.22  0.01  -0.54  0.601
H  3.25  3.45  -1.90  0.080
H  4.56  3.18  -3.08  0.087
H  4.69  2.53  -1.43  0.053
H  2.97  1.61  -4.72  0.116
H  1.72  2.30  -3.66  0.099
H  1.81  -0.46  -4.57  0.108
H  0.73  0.22  -3.34  0.075
H  2.15  -1.25  -2.05  0.086
C  2.71  7.41  0.43  -0.064
C  2.08  6.08  0.12  -0.288
C  2.47  4.92  0.76  -0.032
C  1.91  3.67  0.46  -0.310
C  2.47  2.50  1.22  -0.086
C  0.90  3.58  -0.51  -0.512
Se  0.07  1.92  -1.02  0.796
C  0.50  4.75  -1.18  -0.305
C  -0.59  4.77  -2.24  -0.093
C  1.09  5.97  -0.85  -0.037
H  3.43  7.32  1.25  0.068
H  1.96  8.15  0.73  0.073
H  3.24  7.82  -0.44  0.074
H  3.25  4.97  1.51  0.116
H  3.56  2.53  1.23  0.069
H  2.20  1.55  0.78  -0.006
H  2.13  2.52  2.26  0.076
H  -0.79  3.78  -2.63  0.008
H  -0.30  5.43  -3.06  0.072
H  -1.52  5.15  -1.82  0.083
H  0.76  6.86  -1.38  0.116
O  1.19  -1.17  1.44  -0.025
C  1.00  -1.82  0.38  -0.598
O  0.26  -1.39  -0.56  -0.082
C  1.63  -3.18  0.26  -0.085
C  2.32  -3.70  1.34  0.093
C  2.86  -4.97  1.24  -0.099
C  2.73  -5.74  0.11  0.083
C  2.05  -5.19  -0.95  -0.101
C  1.48  -3.93  -0.89  0.077
N  1.90  -5.99  -2.19  -0.353
O  1.33  -5.48  -3.13  0.091
O  2.33  -7.13  -2.18  0.080
N  3.60  -5.53  2.40  -0.351
O  4.03  -6.66  2.30  0.078
O  3.65  -4.86  3.41  0.094
H  2.45  -3.11  2.24  0.142
H  3.16  -6.73  0.05  0.130
H  0.92  -3.54  -1.73  0.135



Entry 2:
Formula: C37H51N5O4RhS4Si
Source: OMol25
Level of theory: the ωB97M-V functional and the def2-TZVPD basis

Output
**Net charge**: -1
**2S+1**: 1
**LUMO (spin up / spin down)**: 1.6 / 1.6 eV
**Energy above the lowest of the compared OMol25 structures with the same formula, charge and spin**: 31.1 kcal per mole

Each line ends with the Löwdin charge.
CARTESIAN COORDINATES (ANGSTROEM)
Rh  -0.48  -0.04  -0.23  0.605
C  3.32  1.48  0.83  -0.023
C  2.07  0.65  0.91  -0.243
N  1.41  0.34  -0.17  -0.126
N  2.02  0.80  -1.36  -0.061
C  1.31  0.63  -2.42  -1.074
S  -0.24  -0.05  -2.50  0.604
S  2.01  1.12  -3.99  0.902
C  3.26  2.34  -3.50  -0.430
C  2.78  3.75  -3.44  -0.284
C  2.83  4.55  -4.59  -0.037
C  2.49  5.90  -4.52  -0.092
C  2.08  6.46  -3.34  -0.076
C  1.89  5.66  -2.15  -0.165
C  2.33  4.30  -2.27  -0.001
C  1.66  0.22  2.26  -0.159
C  2.66  0.14  3.24  -0.055
C  2.38  -0.12  4.56  -0.107
C  1.04  -0.26  4.94  -0.099
C  0.04  -0.19  4.01  -0.019
C  0.32  0.01  2.64  -0.395
O  -0.68  -0.03  1.81  -0.235
H  3.37  2.02  -0.11  0.047
H  4.21  0.85  0.90  0.090
H  3.32  2.18  1.67  0.084
H  4.04  2.25  -4.26  0.071
H  3.66  2.00  -2.55  0.065
H  3.16  4.12  -5.53  0.106
H  2.57  6.52  -5.41  0.097
H  1.82  7.51  -3.30  0.102
H  2.30  6.12  -1.25  0.148
H  2.29  3.68  -1.38  0.117
H  3.69  0.28  2.95  0.100
H  3.18  -0.20  5.29  0.086
H  0.79  -0.43  5.98  0.094
H  -1.00  -0.30  4.28  0.110
O  -0.59  3.00  -2.38  0.010
C  -0.48  3.30  -1.19  -0.538
N  -0.57  2.45  -0.13  -0.096
S  -0.41  3.28  1.26  0.645
O  0.85  2.99  1.91  -0.288
O  -1.59  3.22  2.09  -0.310
C  -0.25  4.90  0.56  -0.217
C  -0.21  6.16  1.15  -0.029
C  -0.22  7.25  0.27  -0.095
C  -0.15  7.09  -1.09  -0.079
C  0.06  5.80  -1.70  -0.123
C  -0.23  4.73  -0.79  -0.143
H  -0.23  6.29  2.22  0.109
H  -0.30  8.25  0.69  0.096
H  -0.17  7.97  -1.73  0.099
H  -0.42  5.65  -2.67  0.151
C  0.78  -2.77  1.51  -0.172
Si  -0.08  -2.40  -0.12  0.700
C  -1.77  -3.32  0.05  -0.624
C  -2.57  -2.60  1.12  -0.120
C  -2.55  -3.29  -1.26  -0.105
C  -1.63  -4.78  0.50  -0.097
C  1.11  -3.28  -1.41  -0.609
C  0.69  -3.27  -2.88  -0.126
C  1.32  -4.77  -1.07  -0.110
C  2.47  -2.58  -1.30  -0.104
H  1.05  -3.82  1.59  0.020
H  0.14  -2.53  2.36  0.028
H  1.69  -2.19  1.63  0.025
H  -2.74  -1.57  0.87  0.022
H  -2.07  -2.61  2.09  0.081
H  -3.54  -3.10  1.24  0.082
H  -2.64  -2.28  -1.65  0.023
H  -3.57  -3.68  -1.11  0.085
H  -2.08  -3.90  -2.03  0.063
H  -1.00  -4.89  1.37  0.072
H  -1.24  -5.43  -0.28  0.055
H  -2.62  -5.17  0.76  0.079
H  -0.25  -3.79  -3.05  0.059
H  1.46  -3.78  -3.48  0.078
H  0.58  -2.26  -3.28  0.001
H  0.45  -5.37  -1.33  0.057
H  1.54  -4.95  -0.02  0.061
H  2.16  -5.14  -1.65  0.079
H  2.41  -1.53  -1.53  0.043
H  3.17  -3.04  -2.01  0.082
H  2.90  -2.68  -0.30  0.073
C  -3.57  0.90  1.80  -0.072
N  -4.50  0.10  1.02  -0.205
C  -5.35  -0.76  1.81  -0.065
C  -4.35  -0.02  -0.31  -0.717
S  -2.97  0.47  -1.15  0.754
N  -5.43  -0.56  -0.98  -0.213
C  -6.74  0.04  -0.73  -0.062
C  -5.28  -0.94  -2.37  -0.109
H  -4.13  1.44  2.56  0.098
H  -3.05  1.61  1.17  0.031
H  -2.81  0.28  2.29  0.073
H  -4.74  -1.22  2.59  0.090
H  -5.77  -1.55  1.18  0.088
H  -6.16  -0.20  2.29  0.087
H  -6.79  0.49  0.25  0.073
H  -7.53  -0.72  -0.81  0.089
H  -6.94  0.82  -1.48  0.094
H  -4.37  -1.51  -2.51  0.050
H  -5.25  -0.07  -3.03  0.085
H  -6.14  -1.56  -2.63  0.087



Entry 3:
Formula: C37H51OZr
Source: OMol25
Level of theory: the ωB97M-V functional and the def2-TZVPD basis

Output
**Net charge**: -1
**2S+1**: 1
**LUMO**: 2.2 eV
**Energy above the lowest of the compared OMol25 structures with the same formula, charge and spin**: 0.0 kcal per mole

Each line ends with the Löwdin charge.
CARTESIAN COORDINATES (ANGSTROEM)
C  4.22  0.62  -1.55  -0.060
C  4.09  -0.19  -0.29  -0.378
C  4.41  -1.60  -0.10  -0.284
C  4.85  -2.59  -1.14  -0.068
C  4.21  -1.93  1.27  -0.226
C  4.34  -3.30  1.87  -0.039
C  4.21  -0.63  1.90  -0.232
C  4.41  -0.49  3.33  -0.047
C  3.81  0.43  0.99  -0.286
C  3.51  1.90  1.25  -0.050
Zr  1.78  -0.93  0.17  1.697
C  0.93  0.96  -0.84  -0.222
C  1.67  -2.52  -1.45  -0.225
C  -0.43  -1.63  1.09  -0.367
C  -1.41  -1.82  -0.01  -0.043
C  0.42  -2.64  1.65  -0.306
C  0.46  -4.11  1.31  -0.043
C  0.97  -2.05  2.83  -0.235
C  1.90  -2.84  3.61  -0.087
C  0.68  -0.63  2.86  -0.241
C  1.13  0.44  3.78  -0.052
C  -0.28  -0.41  1.86  -0.289
C  -1.06  0.87  1.69  -0.047
H  5.21  0.43  -2.01  0.085
H  3.43  0.35  -2.27  0.075
H  4.13  1.70  -1.33  0.080
H  5.94  -2.91  -1.08  0.107
H  4.16  -3.42  -1.00  0.041
H  4.48  -2.27  -2.14  0.079
H  5.32  -3.37  2.32  0.086
H  3.74  -3.64  2.70  0.032
H  4.25  -4.05  1.10  0.084
H  5.32  -0.25  3.87  0.088
H  3.65  0.20  3.72  0.058
H  2.44  -2.19  4.34  0.074
H  4.41  2.52  1.31  0.079
H  2.88  2.33  0.42  0.057
H  2.95  2.06  2.22  0.067
H  -0.05  1.29  -0.44  -0.025
H  1.56  1.85  -0.58  -0.020
H  0.73  0.85  -1.94  0.013
H  1.24  -3.47  -1.05  -0.027
H  1.16  -2.17  -2.38  0.012
H  2.64  -2.89  -1.88  -0.035
H  -2.44  -1.66  0.35  0.099
H  -1.22  -1.09  -0.82  0.075
H  -1.32  -2.85  -0.42  0.089
H  -0.57  -4.48  1.27  0.090
H  0.91  -4.31  0.31  0.050
H  1.06  -4.66  2.04  0.074
H  1.47  -3.62  4.28  0.100
H  2.66  -3.24  2.84  0.035
H  4.06  -1.40  3.87  0.063
H  0.38  0.85  4.47  0.093
H  1.92  0.06  4.39  0.043
H  1.59  1.29  3.20  0.067
H  -1.97  1.00  2.36  0.111
H  -0.36  1.73  1.69  0.086
H  -1.32  0.92  0.64  0.038
C  -5.49  -3.18  -1.24  -0.091
O  -4.34  -3.01  -2.12  -0.126
C  -3.98  -1.71  -2.35  -0.342
C  -2.88  -1.41  -3.22  -0.055
C  -2.45  -0.11  -3.39  -0.072
C  -3.10  1.00  -2.72  -0.246
C  -2.66  2.33  -2.94  -0.118
C  -3.19  3.54  -2.41  -0.242
C  -2.60  4.80  -2.80  -0.069
C  -3.07  6.01  -2.30  -0.086
C  -4.17  6.05  -1.41  -0.349
C  -4.71  7.33  -0.86  -0.102
C  -4.76  4.86  -1.03  -0.097
C  -4.30  3.65  -1.51  -0.063
C  -4.20  0.64  -1.88  -0.061
C  -4.63  -0.65  -1.70  -0.078
H  -5.61  -4.26  -1.26  0.076
H  -5.29  -2.82  -0.21  0.087
H  -6.40  -2.67  -1.61  0.090
H  -2.39  -2.26  -3.71  0.103
H  -1.60  0.11  -4.06  0.099
H  -1.82  2.43  -3.65  0.078
H  -1.75  4.80  -3.50  0.093
H  -2.62  6.97  -2.58  0.097
H  -5.55  7.11  -0.19  0.063
H  -3.94  7.88  -0.30  0.066
H  -5.07  7.98  -1.67  0.067
H  -5.60  4.84  -0.35  0.095
H  -4.86  2.82  -1.13  0.047
H  -4.80  1.33  -1.31  0.055
H  -5.47  -0.81  -1.03  0.088



It is found that the strongest force on any atom values, taken in the order of the records, are 1.11, 4.09, 3.90 eV Å⁻¹.
It is found that the E values, taken in the order of the records, are -139070.525, -109065.685, -42520.629 eV.